No. 1
A molecular structure, C26H37AsBF6N4O2S3SiY at a distorted geometry, computed with the ωB97M-V functional and the def2-TZVPD basis.

```
82
Properties=species:S:1:pos:R:3:mulliken_spin:R:1
Y -0.90 0.09 -0.56 -0.01
C -4.97 0.34 0.06 0.00
N -4.44 -0.07 1.48 0.00
C -5.04 0.40 2.66 0.01
C -4.44 -0.15 3.74 0.00
N -3.54 -0.99 3.19 0.00
B -2.74 -1.98 4.03 -0.01
N -1.24 -1.59 4.04 0.08
C -0.23 -2.54 3.82 0.01
C 0.98 -2.00 3.80 0.12
N 0.70 -0.58 3.97 0.01
C 1.64 0.40 4.25 0.00
C -0.59 -0.44 4.02 -0.06
S -1.32 1.16 4.15 0.82
C -3.48 -0.92 1.84 -0.01
S -2.35 -1.79 0.74 0.00
H -6.05 0.12 0.15 0.00
H -4.53 -0.29 -0.69 0.00
H -4.75 1.42 -0.22 0.00
H -5.80 1.15 2.61 0.00
H -4.50 -0.03 4.80 0.00
H -2.82 -3.15 3.79 0.00
H -2.92 -1.93 5.28 0.02
H -0.70 -3.55 3.72 0.00
H 1.96 -2.31 3.58 0.01
H 2.57 0.27 3.70 0.00
H 1.80 0.63 5.29 0.00
H 1.07 1.27 3.80 0.00
C -2.55 3.83 1.79 0.01
S -0.88 3.31 1.42 0.00
C -0.56 4.38 0.01 0.00
O -1.03 1.87 0.89 0.00
H -2.38 4.75 2.30 0.00
H -2.83 3.11 2.55 0.00
H -3.11 3.79 0.83 0.00
H -0.45 5.37 0.46 0.00
H -1.46 4.47 -0.62 0.00
H 0.43 4.23 -0.42 0.00
C 4.39 -1.46 0.54 0.00
C 3.31 -2.10 -0.28 0.00
C 2.48 -3.17 0.44 0.00
C 4.10 -2.85 -1.35 0.00
Si 2.15 -0.76 -1.11 0.00
O 1.03 -0.29 0.01 0.00
C 3.07 0.66 -1.96 0.00
C 4.18 0.57 -2.84 0.00
C 4.71 1.65 -3.49 0.00
C 4.13 2.91 -3.31 0.00
C 3.08 3.02 -2.43 0.00
C 2.50 1.91 -1.77 0.00
C 0.93 -1.65 -2.34 0.00
C 0.96 -1.28 -3.72 0.00
C 0.02 -1.78 -4.64 0.00
C -1.02 -2.55 -4.11 0.00
C -1.19 -2.74 -2.76 0.00
C -0.19 -2.32 -1.90 0.00
H 4.84 -2.35 1.05 0.00
H 4.10 -0.79 1.29 0.00
H 5.11 -1.03 -0.13 0.00
H 3.20 -3.85 0.94 0.00
H 1.84 -3.61 -0.27 0.00
H 1.69 -2.78 1.17 0.00
H 4.76 -3.64 -0.90 0.00
H 4.78 -2.24 -1.87 0.00
H 3.52 -3.35 -2.14 0.00
H 4.42 -0.46 -3.19 0.00
H 5.58 1.49 -4.18 0.00
H 4.39 3.73 -3.86 0.00
H 2.80 3.99 -2.26 0.00
H 1.64 2.17 -1.20 0.00
H 1.65 -0.52 -4.03 0.00
H 0.16 -1.53 -5.72 0.00
H -1.85 -2.84 -4.73 0.00
H -2.05 -3.26 -2.45 0.00
H -0.30 -2.49 -0.81 0.00
F -0.95 1.91 -2.09 0.00
As -2.50 1.99 -2.96 0.00
F -1.87 1.13 -4.30 0.00
F -2.22 3.53 -3.59 0.00
F -4.11 1.89 -3.48 0.00
F -3.08 2.71 -1.46 0.00
F -2.79 0.42 -2.05 0.00
```

## Properties
LUMO (alpha / beta) in eV: -2.146 / -5.887
Frontier orbital gap (alpha / beta) in eV: 9.1 / 5.4
Spin multiplicity: 2
Total charge: +1

***

No. 2
A molecular structure, C26H37BCeCl3N11S2Si at a distorted geometry, computed with the ωB97M-V functional and the def2-TZVPD basis.

```
82
Properties=species:S:1:pos:R:3:mulliken_spin:R:1
Ce 0.51 0.04 0.94 0.04
N -0.99 -2.02 -0.36 0.00
C -1.21 -3.23 0.46 0.01
C -1.86 -2.83 1.77 0.00
N -1.04 -1.86 2.51 0.01
C -0.54 -2.30 3.82 -0.01
C 0.96 -2.52 3.79 0.02
N 1.61 -1.24 3.45 0.00
H -0.48 -2.27 -1.20 0.00
H -1.89 -1.67 -0.67 0.00
H -1.84 -3.97 -0.05 0.00
H -0.25 -3.69 0.66 0.00
H -2.84 -2.39 1.54 0.00
H -2.04 -3.73 2.37 0.00
H -1.59 -1.02 2.65 0.00
H -0.75 -1.52 4.55 0.00
H -1.04 -3.21 4.14 0.00
H 1.29 -2.91 4.75 0.00
H 1.21 -3.25 3.02 0.00
H 1.51 -0.61 4.25 0.00
H 2.61 -1.38 3.33 0.00
C 2.82 -1.20 -2.40 0.04
C 1.44 -0.68 -2.58 -0.04
C 0.71 -0.74 -3.78 0.00
C -0.45 -0.05 -3.51 0.00
N -0.41 0.38 -2.24 0.00
N 0.74 -0.02 -1.64 0.01
B -1.43 1.40 -1.63 0.00
N -2.39 0.72 -0.60 0.00
C -3.68 0.37 -0.76 0.00
C -4.24 0.20 0.48 0.00
C -3.21 0.46 1.39 0.00
C -3.35 0.54 2.88 0.00
N -2.08 0.75 0.73 0.00
N -0.69 2.52 -0.89 0.00
C -1.11 3.79 -0.75 0.00
C -0.15 4.50 -0.08 0.00
C 0.86 3.56 0.21 0.00
C 2.15 3.80 0.91 0.01
N 0.51 2.37 -0.27 0.00
N -2.17 2.00 -2.83 0.00
C -1.74 3.02 -3.61 0.00
C -2.47 3.01 -4.77 0.00
C -3.35 1.92 -4.63 0.00
C -4.36 1.39 -5.60 0.00
N -3.15 1.31 -3.47 0.00
H 3.32 -1.25 -3.36 0.00
H 2.82 -2.21 -1.97 0.00
H 3.40 -0.54 -1.75 -0.02
H 1.00 -1.19 -4.71 0.00
H -1.28 0.15 -4.16 0.00
H -4.10 0.32 -1.75 0.00
H -5.26 -0.07 0.72 0.00
H -4.37 0.86 3.10 0.00
H -2.66 1.27 3.30 0.00
H -3.20 -0.41 3.39 0.00
H -2.06 4.11 -1.14 0.00
H -0.16 5.54 0.20 0.00
H 2.25 4.85 1.15 0.00
H 2.99 3.50 0.28 0.00
H 2.22 3.24 1.84 0.00
H -0.94 3.67 -3.30 0.00
H -2.41 3.70 -5.60 0.00
H -4.51 2.10 -6.42 0.00
H -5.31 1.20 -5.11 0.00
H -4.01 0.45 -6.03 0.00
S 3.48 0.44 0.89 0.24
C 4.35 -1.00 0.80 0.16
C 5.77 -0.91 0.76 -0.03
C 6.54 -2.02 0.71 0.08
C 5.94 -3.32 0.71 0.06
C 4.59 -3.46 0.73 -0.03
C 3.74 -2.32 0.74 0.14
S 2.09 -2.58 0.64 0.31
H 6.21 0.08 0.77 0.00
H 7.62 -1.93 0.67 0.01
H 6.58 -4.20 0.69 0.00
H 4.14 -4.44 0.71 0.00
Cl 2.13 2.25 4.40 0.00
Si 0.31 1.77 3.40 0.00
Cl -0.71 0.98 5.14 0.00
Cl -0.65 3.63 3.27 0.00
```

## Properties
LUMO (alpha / beta) in eV: -5.484 / -5.501
Frontier orbital gap (alpha / beta) in eV: 5.2 / 5.4
Spin multiplicity: 2
Total charge: +1

***

No. 3
A molecular structure, C26H37Cl2InN7O3, computed with the ωB97M-V functional and the def2-TZVPD basis.

```
76
Properties=species:S:1:pos:R:3:mulliken_charge:R:1
In 1.08 -0.60 0.90 2.55
N 3.06 -1.78 4.66 -0.43
C 2.63 -1.31 3.49 0.74
O 1.42 -1.30 3.22 -0.74
C 3.66 -0.75 2.53 -0.82
C 3.22 -0.84 1.09 -1.38
H 2.40 -2.13 5.33 0.26
H 4.04 -1.81 4.88 0.20
H 4.62 -1.25 2.72 0.45
H 3.80 0.29 2.83 0.27
H 3.44 -1.82 0.68 0.39
H 3.72 -0.09 0.47 0.44
C -0.88 -1.43 -4.36 -1.30
N -0.77 -0.91 -3.01 0.55
C -1.71 0.13 -2.64 -0.53
C 0.24 -1.25 -2.17 -0.31
N 0.78 -0.39 -1.32 0.28
C 1.08 0.93 -1.71 0.64
C 1.53 1.23 -3.00 -0.47
C 1.97 2.50 -3.33 -0.99
C 2.01 3.48 -2.35 -0.83
C 1.59 3.20 -1.07 -0.38
C 1.09 1.94 -0.74 -1.17
N 0.65 1.62 0.57 0.36
C -0.14 2.47 1.21 0.17
N -0.93 3.38 0.59 0.79
C -1.17 4.70 1.15 -1.34
C -1.53 3.16 -0.71 -1.50
N -0.20 2.47 2.56 0.22
C -1.48 2.60 3.25 -1.08
C 0.85 1.89 3.37 -1.35
N 0.69 -2.53 -2.21 0.47
C 2.08 -2.85 -1.93 -1.14
C -0.19 -3.66 -2.42 -1.27
H -0.94 -0.59 -5.05 0.40
H -1.78 -2.04 -4.49 0.36
H -0.01 -2.02 -4.61 0.40
H -1.43 1.10 -3.07 0.26
H -1.75 0.20 -1.56 -0.33
H -2.70 -0.15 -3.01 0.66
H 1.55 0.44 -3.74 0.46
H 2.31 2.70 -4.33 0.45
H 2.39 4.47 -2.59 0.46
H 1.63 3.96 -0.30 0.54
H -0.53 4.86 2.01 0.41
H -2.22 4.83 1.45 0.38
H -0.94 5.45 0.39 0.39
H -1.49 2.10 -0.96 0.39
H -1.03 3.73 -1.50 0.27
H -2.58 3.46 -0.67 0.41
H -2.28 2.79 2.55 0.37
H -1.44 3.41 3.98 0.29
H -1.70 1.66 3.77 0.30
H 1.80 1.97 2.84 0.26
H 0.64 0.85 3.61 0.42
H 0.92 2.45 4.30 0.49
H 2.67 -1.94 -1.95 0.29
H 2.44 -3.52 -2.71 0.46
H 2.20 -3.33 -0.96 0.28
H -1.23 -3.34 -2.38 0.39
H -0.02 -4.39 -1.62 0.43
H 0.01 -4.15 -3.37 0.31
Cl -5.54 -4.13 0.31 -0.22
C -4.17 -3.11 0.57 0.08
C -4.35 -1.72 0.60 -0.65
C -3.27 -0.89 0.82 0.69
Cl -3.52 0.83 0.86 -0.21
C -1.96 -1.38 1.01 -0.62
O -1.01 -0.55 1.25 -0.30
C -1.81 -2.79 0.94 1.28
C -0.52 -3.43 1.04 -0.70
O 0.58 -2.88 1.02 -0.51
C -2.92 -3.64 0.74 -1.10
H -5.33 -1.30 0.47 0.51
H -0.55 -4.53 1.11 0.37
H -2.77 -4.71 0.71 0.43
```

## Properties
LUMO in eV: -2.591
Frontier orbital gap in eV: 7.8
Total charge: +1

***

No. 4
3 unconnected molecules or ions with the total composition C26H37ClFN3O4S at a distorted geometry, computed with the ωB97M-V functional and the def2-TZVPD basis.

```
73
Properties=species:S:1:pos:R:3:mulliken_charge:R:1
N 0.21 -0.41 1.54 -0.49
C 0.07 1.08 1.33 0.34
C 1.31 2.04 0.75 -0.42
C 1.14 3.66 0.47 0.18
S 2.51 4.78 -0.23 1.15
O 3.72 4.93 0.72 -0.53
O 1.90 6.14 -0.64 -0.54
F 3.08 3.94 -1.65 -0.26
C -0.31 4.41 0.78 -0.62
C -1.55 3.50 1.34 0.38
C -1.37 1.86 1.62 0.28
C -2.73 1.05 2.18 -0.07
O -2.69 0.14 3.17 -0.50
C -4.15 1.52 1.43 0.31
C -5.26 0.39 0.99 -0.45
C -6.61 0.94 0.22 0.05
Cl -7.93 -0.28 -0.38 -0.19
C -6.80 2.57 -0.05 -0.28
C -5.67 3.71 0.39 -0.47
C -4.32 3.16 1.15 0.35
C -3.06 4.14 1.63 0.17
O -3.25 5.34 2.23 -0.49
H 1.03 -0.67 2.13 0.23
H -0.67 -0.87 1.85 0.28
H 2.33 1.48 0.51 0.27
H -0.48 5.56 0.58 0.35
H -5.08 -0.74 1.22 0.35
H -7.79 2.86 -0.63 0.29
H -5.84 4.86 0.15 0.32
C 1.21 3.68 -4.53 -1.47
C 2.11 2.46 -4.33 -0.19
N 1.50 1.20 -4.74 0.07
C 2.25 0.02 -4.30 -0.63
C 3.65 -0.18 -4.86 -0.97
C 1.01 1.13 -6.12 -0.68
C 2.01 1.39 -7.24 -0.96
H 0.25 3.56 -4.02 0.33
H 1.70 4.57 -4.12 0.41
H 1.02 3.87 -5.59 0.36
H 2.33 2.41 -3.26 0.38
H 3.06 2.64 -4.84 0.19
H 1.66 -0.89 -4.49 0.36
H 2.33 0.06 -3.20 0.32
H 3.62 -0.54 -5.89 0.23
H 4.18 -0.94 -4.27 0.40
H 4.25 0.73 -4.82 0.27
H 0.19 1.85 -6.23 0.37
H 0.53 0.16 -6.29 0.35
H 2.67 2.24 -7.03 0.25
H 1.47 1.62 -8.17 0.37
H 2.63 0.51 -7.44 0.27
C 1.65 -5.43 2.00 -1.37
C 1.72 -4.73 3.35 -0.39
N 0.51 -3.98 3.70 0.28
C 0.68 -3.11 4.86 -0.60
C 0.97 -3.76 6.21 -1.14
C -0.75 -4.74 3.68 -0.72
C -0.85 -5.97 4.58 -1.02
H 1.43 -4.71 1.19 0.30
H 2.62 -5.89 1.77 0.43
H 0.90 -6.22 1.98 0.29
H 2.56 -4.03 3.31 0.43
H 1.97 -5.47 4.12 0.26
H -0.20 -2.46 4.97 0.31
H 1.50 -2.41 4.64 0.37
H 0.07 -4.22 6.64 0.24
H 1.31 -3.01 6.92 0.42
H 1.75 -4.53 6.14 0.27
H -0.94 -5.06 2.64 0.43
H -1.59 -4.06 3.90 0.31
H 0.05 -6.59 4.55 0.24
H -1.69 -6.59 4.24 0.38
H -1.06 -5.69 5.61 0.28
```

## Properties
LUMO in eV: -2.393
Frontier orbital gap in eV: 5.7
Total charge: 0

***

No. 5
A molecular structure, C26H37F4N7S2Tc, computed with the ωB97M-V functional and the def2-TZVPD basis.

```
77
Properties=species:S:1:pos:R:3:mulliken_spin:R:1
Tc -1.04 0.52 -0.67 1.76
C 3.28 -2.28 -2.69 0.02
S 3.55 -0.70 -1.85 0.01
C 1.91 -0.12 -1.71 0.25
S 0.86 -0.95 -0.48 -0.02
N 1.49 0.95 -2.30 -0.10
N 0.28 1.40 -1.99 0.04
C -0.16 2.53 -2.61 0.44
C -1.41 3.03 -2.18 0.00
C -1.97 4.23 -2.66 0.12
C -3.16 4.67 -2.15 -0.01
C -3.80 3.94 -1.14 0.12
C -3.21 2.77 -0.71 0.01
N -2.06 2.30 -1.22 0.15
H 4.26 -2.75 -2.78 0.00
H 2.88 -2.11 -3.69 0.00
H 2.63 -2.93 -2.11 0.00
H 0.46 3.01 -3.35 -0.01
H -1.45 4.78 -3.43 0.00
H -3.60 5.59 -2.51 0.00
H -4.72 4.27 -0.70 0.01
H -3.66 2.17 0.07 0.01
C -0.65 -2.27 -3.01 0.02
C -1.79 -2.15 -2.01 0.00
N -2.31 -0.76 -1.84 -0.11
C -2.62 -0.14 -3.17 0.03
C -3.62 -0.91 -4.03 0.00
C -3.56 -0.82 -1.02 0.03
C -3.27 -1.08 0.45 -0.04
N -2.18 -0.18 0.82 0.16
C -1.87 0.12 2.12 -0.03
C -0.89 1.10 2.34 0.05
F -0.32 1.68 1.22 0.00
C -0.47 1.50 3.59 -0.03
F 0.49 2.44 3.67 0.00
C -1.02 0.94 4.72 0.06
C -1.98 -0.04 4.54 -0.02
F -2.53 -0.62 5.60 0.00
C -2.40 -0.45 3.28 0.05
F -3.31 -1.42 3.20 0.00
H -0.18 -3.25 -2.89 0.00
H 0.11 -1.51 -2.87 -0.01
H -1.00 -2.19 -4.04 0.00
H -1.48 -2.50 -1.02 0.00
H -2.62 -2.79 -2.32 0.00
H -1.67 -0.01 -3.70 0.00
H -3.01 0.85 -2.96 0.00
H -3.26 -1.89 -4.32 0.00
H -3.77 -0.34 -4.95 0.00
H -4.59 -1.01 -3.55 0.00
H -4.23 -1.58 -1.42 0.01
H -4.05 0.15 -1.12 -0.01
H -3.00 -2.13 0.62 0.01
H -4.17 -0.89 1.02 0.00
H -0.72 1.25 5.71 0.00
C 4.05 1.74 1.41 0.00
C 3.49 0.89 2.54 0.00
N 3.58 -0.55 2.25 0.00
C 4.73 -1.25 2.88 0.00
C 4.41 -1.67 4.31 0.00
C 2.74 -1.17 1.47 0.01
C 2.86 -2.63 1.18 0.01
N 1.69 -0.48 0.95 0.01
H 3.99 2.80 1.68 0.00
H 3.51 1.60 0.47 0.00
H 5.10 1.50 1.23 0.00
H 2.45 1.15 2.78 0.00
H 4.05 1.06 3.45 0.00
H 5.56 -0.55 2.85 0.00
H 5.01 -2.10 2.26 0.00
H 4.15 -0.81 4.92 0.00
H 5.29 -2.14 4.75 0.00
H 3.59 -2.38 4.34 0.00
H 3.69 -2.80 0.50 0.00
H 1.95 -3.01 0.73 0.00
H 3.05 -3.17 2.11 0.00
H 1.66 0.52 1.13 0.00
```

## Properties
LUMO (alpha / beta) in eV: -5.552 / -6.570
Frontier orbital gap (alpha / beta) in eV: 6.3 / 7.1
Spin multiplicity: 4
Total charge: +2

***

No. 6
A molecular structure, C26H37GeMgN2O5, computed with the ωB97M-V functional and the def2-TZVPD basis.

```
72
Properties=species:S:1:pos:R:3:mulliken_spin:R:1
Mg 0.53 0.57 0.14 0.04
O 2.21 1.33 0.92 0.10
C 3.02 0.79 1.71 0.09
C 4.42 1.08 1.60 0.00
C 5.33 0.55 2.45 0.01
C 4.95 -0.31 3.52 0.08
C 3.64 -0.60 3.69 -0.04
C 2.63 -0.11 2.81 0.11
C 1.30 -0.43 3.07 -0.01
N 0.34 -0.07 2.22 0.14
N -0.88 -0.07 2.71 0.36
C -1.64 0.76 1.90 -0.03
O -1.16 1.44 0.98 0.10
C -3.08 0.86 2.25 -0.01
C -3.85 1.86 1.67 0.01
C -5.20 1.96 1.95 -0.01
C -5.79 1.04 2.82 0.02
C -5.03 0.04 3.40 -0.01
C -3.67 -0.05 3.13 0.03
H 4.72 1.73 0.79 0.00
H 6.38 0.78 2.32 0.00
H 5.70 -0.70 4.19 0.01
H 3.32 -1.24 4.51 0.00
H 1.01 -0.89 4.02 0.00
H -3.37 2.56 0.99 0.00
H -5.79 2.74 1.50 0.00
H -6.85 1.11 3.03 0.00
H -5.49 -0.67 4.07 0.00
H -3.07 -0.82 3.58 0.00
C 0.43 2.45 -3.78 0.00
C 1.14 2.33 -2.44 0.00
C 2.64 2.16 -2.63 0.00
C 0.84 3.54 -1.57 0.00
O 0.64 1.19 -1.73 0.00
Ge 0.29 -0.56 -2.43 0.00
O -1.17 -0.57 -1.29 0.00
C -2.53 -0.85 -1.63 0.00
C -3.12 -1.66 -0.48 0.00
C -2.63 -1.65 -2.92 0.00
C -3.26 0.48 -1.78 0.00
O 1.26 -1.09 -0.86 -0.01
C 1.84 -2.40 -0.70 0.00
C 2.18 -3.01 -2.06 0.00
C 0.83 -3.28 0.03 0.00
C 3.12 -2.25 0.11 0.01
H 0.75 3.37 -4.29 0.00
H -0.65 2.50 -3.63 0.00
H 0.66 1.61 -4.43 0.00
H 3.08 3.02 -3.14 0.00
H 2.85 1.26 -3.22 0.00
H 3.13 2.04 -1.66 0.00
H 1.21 4.46 -2.04 0.00
H 1.33 3.44 -0.60 0.00
H -0.23 3.64 -1.41 0.00
H -2.56 -2.59 -0.36 0.00
H -4.17 -1.91 -0.68 0.00
H -3.07 -1.10 0.45 0.00
H -2.08 -2.60 -2.83 0.00
H -2.22 -1.10 -3.77 0.00
H -3.67 -1.88 -3.14 0.00
H -3.09 1.10 -0.89 0.00
H -4.34 0.33 -1.90 0.00
H -2.89 1.02 -2.65 0.00
H 1.29 -3.19 -2.66 0.00
H 2.68 -3.97 -1.90 0.00
H 2.85 -2.36 -2.62 0.00
H -0.08 -3.38 -0.56 0.00
H 0.56 -2.82 0.98 0.00
H 1.23 -4.27 0.22 0.00
H 3.77 -1.51 -0.35 0.00
H 3.65 -3.21 0.16 0.00
H 2.90 -1.94 1.13 0.00
```

## Properties
LUMO (alpha / beta) in eV: -0.338 / -2.263
Frontier orbital gap (alpha / beta) in eV: 7.5 / 5.8
Spin multiplicity: 2
Total charge: 0

***

DFT total energy in eV, matching the order above: -156866.6484, -124677.4200, -74351.8352, -66276.4198, -72717.3104, -102745.8814